# 1
Density functional theory data (ωB97M-V/def2-TZVPD) for a single C5H12O molecule in a non-equilibrium geometry.

Each line ends with the Löwdin charge.
CARTESIAN COORDINATES (ANGSTROEM)
C (2.405, 0.005, 0.257)  -0.07
C (1.103, 0.678, -0.115)  -0.33
O (0.139, -0.306, -0.094)  -0.30
C (-1.213, 0.159, -0.230)  -0.24
C (-1.680, -0.557, -1.576)  -0.04
C (-1.098, -0.138, 1.509)  0.00
H (2.529, -0.893, -0.357)  0.08
H (2.409, -0.306, 1.309)  0.08
H (3.241, 0.684, 0.090)  0.07
H (0.898, 1.541, 0.556)  0.13
H (1.076, 1.038, -1.146)  0.12
H (-1.273, 1.244, -0.497)  0.12
H (-2.560, -0.133, -2.084)  0.06
H (-1.844, -1.629, -1.457)  0.06
H (-0.845, -0.461, -2.310)  0.08
H (-0.087, -0.193, 2.052)  0.09
H (-1.532, -1.113, 1.677)  0.05
H (-1.605, 0.694, 1.953)  0.03

Computed properties:
**SMILES**: CCOC(C)C
**Energy above the lowest of the compared OMol25 structures with the same formula, charge and spin**: 86.6 kcal/mol
**HOMO level**: -8.24 eV
**E**: -7423.55568 eV
**Total charge**: 0
**Strongest force on any atom**: 0.0622 hartree/bohr
**2S+1**: 1

---

# 2
Density functional theory data (ωB97M-V/def2-TZVPD) for a 2-piece molecular cluster, C5H12O overall in a non-equilibrium geometry.

Each line ends with the Löwdin charge.
CARTESIAN COORDINATES (ANGSTROEM)
C (-1.129, -2.636, 0.427)  -0.17
C (-0.843, -1.177, 0.083)  -0.18
C (0.626, 1.563, -0.643)  -0.23
C (-0.466, 2.543, -0.407)  -0.07
O (1.384, 1.241, 0.347)  -0.12
C (2.314, 0.319, 0.416)  -0.07
H (-0.548, -3.310, -0.212)  0.06
H (-0.861, -2.855, 1.466)  0.06
H (-2.188, -2.885, 0.298)  0.06
H (-1.425, -0.496, 0.716)  0.07
H (-1.101, -0.956, -0.959)  0.07
H (0.781, 1.041, -1.586)  0.12
H (-1.459, 2.084, -0.528)  0.07
H (-0.415, 3.393, -1.100)  0.07
H (-0.397, 2.932, 0.613)  0.08
H (2.886, 0.327, 1.330)  0.06
H (0.220, -0.950, 0.239)  0.03
H (2.620, -0.178, -0.499)  0.07

Computed properties:
**Energy above the lowest of the compared OMol25 structures with the same formula, charge and spin**: 88.6 kcal/mol
**HOMO level (spin up / spin down)**: -6.97 / -7.25 eV
**E**: -7423.47000 eV
**Total charge**: 0
**Strongest force on any atom**: 0.0197 hartree/bohr
**2S+1**: 1

---

# 3
Density functional theory data (ωB97M-V/def2-TZVPD) for a single C5H12O molecule in a non-equilibrium geometry.

Each line ends with the Löwdin charge.
CARTESIAN COORDINATES (ANGSTROEM)
C (1.989, -0.261, -0.819)  -0.09
C (0.843, -0.625, 0.115)  -0.20
C (-0.545, 0.016, -0.086)  -0.59
C (-1.630, -0.891, 0.499)  -0.05
C (-0.568, 1.465, 0.756)  -0.03
O (-0.917, 0.295, -1.413)  -0.02
H (1.800, -0.556, -1.859)  0.07
H (2.937, -0.745, -0.552)  0.08
H (2.169, 0.813, -0.805)  0.07
H (0.861, -0.087, 1.060)  0.09
H (0.844, -1.709, 0.302)  0.12
H (-1.450, -1.086, 1.560)  0.09
H (-1.714, -1.862, -0.017)  0.09
H (-2.581, -0.366, 0.381)  0.08
H (-0.451, 1.427, 1.867)  0.08
H (-1.547, 1.919, 0.581)  0.06
H (0.174, 2.227, 0.436)  0.07
H (-0.214, 0.025, -2.007)  0.08

Computed properties:
**SMILES**: CCC(C)(C)O
**Energy above the lowest of the compared OMol25 structures with the same formula, charge and spin**: 23.0 kcal/mol
**HOMO level**: -9.91 eV
**E**: -7426.31350 eV
**Total charge**: 0
**Strongest force on any atom**: 0.0423 hartree/bohr
**2S+1**: 1

---

# 4
Density functional theory data (ωB97M-V/def2-TZVPD) for a 2-piece molecular cluster, C5H12O overall.

Each line ends with the Löwdin charge.
CARTESIAN COORDINATES (ANGSTROEM)
C (-1.294, -1.566, -0.814)  0.00
C (-0.795, -0.416, -0.375)  -0.23
C (0.067, -0.280, 0.845)  -0.21
C (-0.703, 0.417, 1.955)  -0.29
O (0.161, 0.490, 3.069)  -0.07
H (-1.064, -2.506, -0.316)  0.06
H (-1.951, -1.612, -1.677)  0.05
H (-1.045, 0.512, -0.893)  0.11
H (0.382, -1.260, 1.220)  0.12
H (0.973, 0.311, 0.651)  0.11
H (-1.614, -0.163, 2.176)  0.12
H (-1.017, 1.418, 1.611)  0.12
H (-0.327, 0.883, 3.801)  0.09
C (1.642, 0.748, -2.248)  -0.05
H (1.081, -0.133, -1.957)  -0.01
H (2.695, 0.490, -2.393)  0.02
H (1.586, 1.525, -1.476)  0.02
H (1.223, 1.144, -3.178)  0.02

Computed properties:
**SMILES**: C=CCCO.C
**Energy above the lowest of the compared OMol25 structures with the same formula, charge and spin**: 28.5 kcal/mol
**HOMO level**: -9.77 eV
**E**: -7426.07361 eV
**Total charge**: 0
**Strongest force on any atom**: 0.0083 hartree/bohr
**2S+1**: 1

---

# 5
Density functional theory data (ωB97M-V/def2-TZVPD) for a 2-piece molecular cluster, C5H12O overall in a non-equilibrium geometry.

Each line ends with the Löwdin charge.
CARTESIAN COORDINATES (ANGSTROEM)
C (-0.501, -0.100, 1.272)  0.05
C (-0.612, -0.359, -0.031)  -0.39
C (-1.734, -1.212, -0.530)  -0.07
C (0.492, -0.025, -0.994)  -0.24
C (0.007, 1.055, -1.939)  -0.11
H (-1.248, -0.240, 2.054)  0.07
H (0.469, 0.079, 1.740)  0.03
H (-1.428, -1.852, -1.371)  0.08
H (-2.138, -1.923, 0.179)  0.07
H (-2.583, -0.682, -0.981)  0.08
H (0.796, -0.999, -1.456)  0.12
H (1.427, 0.347, -0.484)  0.12
H (-0.453, 0.559, -2.817)  0.08
H (-0.653, 1.790, -1.492)  0.08
H (0.799, 1.557, -2.505)  0.07
O (2.710, 0.953, 2.997)  -0.06
H (1.931, 0.613, 2.546)  -0.02
H (2.719, 0.439, 3.812)  0.04

Computed properties:
**SMILES**: C=C(C)CC.O
**Energy above the lowest of the compared OMol25 structures with the same formula, charge and spin**: 33.0 kcal/mol
**HOMO level**: -9.36 eV
**E**: -7425.88244 eV
**Total charge**: 0
**Strongest force on any atom**: 0.0487 hartree/bohr
**2S+1**: 1

---

# 6
Density functional theory data (ωB97M-V/def2-TZVPD) for a single C5H12O molecule in a non-equilibrium geometry.

Each line ends with the Löwdin charge.
CARTESIAN COORDINATES (ANGSTROEM)
C (-0.059, 0.363, 2.240)  -0.10
C (-0.011, -0.820, 1.286)  -0.22
C (0.360, -0.430, -0.128)  -0.29
C (0.062, -1.288, -1.500)  -0.03
O (-0.673, 0.491, -0.584)  -0.25
C (-0.279, 1.555, -1.357)  -0.15
H (0.913, 0.864, 2.293)  0.08
H (-0.805, 1.088, 1.909)  0.07
H (-0.342, 0.037, 3.247)  0.07
H (-0.980, -1.327, 1.298)  0.12
H (0.736, -1.538, 1.634)  0.11
H (1.344, 0.082, -0.126)  0.14
H (0.963, -1.868, -1.535)  0.05
H (-0.051, -0.821, -2.500)  0.08
H (-0.787, -1.957, -1.393)  0.07
H (-1.083, 2.236, -1.633)  0.09
H (0.471, 2.143, -0.827)  0.08
H (0.200, 1.254, -2.293)  0.07

Computed properties:
**SMILES**: CC[C@@H](C)OC
**Energy above the lowest of the compared OMol25 structures with the same formula, charge and spin**: 48.2 kcal/mol
**HOMO level**: -8.83 eV
**E**: -7425.22328 eV
**Total charge**: 0
**Strongest force on any atom**: 0.0919 hartree/bohr
**2S+1**: 1

---

# 7
Density functional theory data (ωB97M-V/def2-TZVPD) for a single C5H12O molecule.

Each line ends with the Löwdin charge.
CARTESIAN COORDINATES (ANGSTROEM)
C (2.617, 0.010, -0.258)  -0.08
C (1.396, 0.480, 0.514)  -0.28
O (0.353, -0.434, 0.253)  -0.15
C (-0.886, 0.089, -0.191)  -0.48
C (-1.509, -0.997, -1.053)  -0.05
C (-1.771, 0.450, 0.996)  -0.05
H (2.384, -0.016, -1.327)  0.08
H (2.879, -1.005, 0.056)  0.08
H (3.481, 0.663, -0.097)  0.07
H (1.600, 0.505, 1.594)  0.12
H (1.116, 1.501, 0.211)  0.12
H (-0.709, 0.988, -0.807)  0.14
H (-2.459, -0.668, -1.485)  0.08
H (-1.691, -1.885, -0.438)  0.08
H (-0.826, -1.273, -1.862)  0.08
H (-1.274, 1.171, 1.655)  0.08
H (-1.977, -0.456, 1.576)  0.08
H (-2.724, 0.879, 0.665)  0.08

Computed properties:
**SMILES**: CCOC(C)C
**Energy above the lowest of the compared OMol25 structures with the same formula, charge and spin**: 11.4 kcal/mol
**HOMO level**: -9.57 eV
**E**: -7426.81826 eV
**Total charge**: 0
**Strongest force on any atom**: 0.0045 hartree/bohr
**2S+1**: 1

---

# 8
Density functional theory data (ωB97M-V/def2-TZVPD) for a 3-piece molecular cluster, C5H12O overall.

Each line ends with the Löwdin charge.
CARTESIAN COORDINATES (ANGSTROEM)
C (-1.113, 1.411, 0.011)  -0.05
C (-1.450, 0.223, -0.487)  -0.26
C (-1.902, -0.946, 0.344)  -0.12
H (-0.841, 2.249, -0.628)  0.05
H (-1.124, 1.595, 1.085)  0.07
H (-1.412, 0.072, -1.566)  0.10
H (-1.563, -0.851, 1.381)  0.08
H (-1.522, -1.893, -0.050)  0.06
H (-2.997, -1.010, 0.342)  0.08
C (1.841, 1.912, -0.066)  -0.18
O (2.519, 1.148, 0.573)  -0.01
H (1.628, 1.755, -1.141)  0.09
H (1.392, 2.820, 0.386)  0.08
C (1.308, -1.702, -0.042)  -0.05
H (0.656, -0.847, -0.220)  -0.03
H (1.618, -1.693, 1.003)  0.03
H (2.194, -1.613, -0.673)  0.03
H (0.768, -2.629, -0.252)  0.02

Computed properties:
**SMILES**: C=CC.C=O.C
**Energy above the lowest of the compared OMol25 structures with the same formula, charge and spin**: 46.0 kcal/mol
**HOMO level**: -9.85 eV
**E**: -7425.31479 eV
**Total charge**: 0
**Strongest force on any atom**: 0.0106 hartree/bohr
**2S+1**: 1

---

# 9
Density functional theory data (ωB97M-V/def2-TZVPD) for a 2-piece molecular cluster, C5H12O overall.

Each line ends with the Löwdin charge.
CARTESIAN COORDINATES (ANGSTROEM)
C (2.112, 1.759, -0.016)  -0.13
C (1.222, 0.519, -0.061)  -0.33
C (0.267, 0.441, 1.128)  -0.13
C (-2.411, -0.614, -0.734)  -0.05
O (-2.177, -1.752, -0.165)  -0.15
C (-1.119, -2.501, -0.221)  -0.06
H (1.508, 2.675, -0.020)  0.07
H (2.793, 1.803, -0.873)  0.07
H (2.719, 1.768, 0.896)  0.07
H (1.850, -0.382, -0.086)  0.10
H (0.645, 0.517, -0.997)  0.09
H (0.825, 0.481, 2.071)  0.07
H (-0.436, 1.282, 1.124)  0.08
H (-3.374, -0.179, -0.517)  0.07
H (-1.669, -0.186, -1.400)  0.07
H (-1.183, -3.428, 0.326)  0.07
H (-0.305, -0.495, 1.121)  0.04
H (-0.299, -2.216, -0.873)  0.07

Computed properties:
**Energy above the lowest of the compared OMol25 structures with the same formula, charge and spin**: 91.4 kcal/mol
**HOMO level (spin up / spin down)**: -7.49 / -7.50 eV
**E**: -7423.34955 eV
**Total charge**: 0
**Strongest force on any atom**: 0.0174 hartree/bohr
**2S+1**: 1

---

# 10
Density functional theory data (ωB97M-V/def2-TZVPD) for C5H12O as an isolated structure.

Each line ends with the Löwdin charge.
CARTESIAN COORDINATES (ANGSTROEM)
C (-2.401, 0.640, -0.079)  -0.12
C (-1.309, -0.242, -0.682)  -0.29
C (-0.438, -0.914, 0.344)  -0.26
C (0.841, -1.364, 0.008)  -0.04
O (1.679, -0.021, 0.931)  -0.24
C (2.343, 0.965, 0.176)  -0.15
H (-3.028, 0.054, 0.602)  0.07
H (-3.055, 1.059, -0.853)  0.07
H (-1.983, 1.475, 0.500)  0.07
H (-0.702, 0.360, -1.378)  0.10
H (-1.752, -1.055, -1.265)  0.10
H (0.507, 0.075, 0.964)  0.14
H (-0.928, -1.450, 1.152)  0.11
H (1.322, -2.151, 0.571)  0.10
H (1.305, -1.123, -0.948)  0.11
H (2.595, 1.770, 0.869)  0.08
H (1.720, 1.332, -0.660)  0.08
H (3.283, 0.590, -0.253)  0.08

Computed properties:
**Energy above the lowest of the compared OMol25 structures with the same formula, charge and spin**: 88.1 kcal/mol
**HOMO level**: -7.84 eV
**E**: -7423.49119 eV
**Total charge**: 0
**Strongest force on any atom**: 0.0181 hartree/bohr
**2S+1**: 1

---

# 11
Density functional theory data (ωB97M-V/def2-TZVPD) for C5H12O as an isolated structure.

Each line ends with the Löwdin charge.
CARTESIAN COORDINATES (ANGSTROEM)
C (0.144, -2.649, -0.885)  -0.11
O (0.552, -1.307, -0.790)  -0.19
C (-0.479, -0.469, -0.329)  -0.21
C (0.053, 0.926, -0.083)  -0.62
C (1.268, 0.973, 0.717)  0.01
C (-0.895, 1.958, -0.025)  -0.03
H (-0.161, -3.049, 0.095)  0.09
H (0.997, -3.223, -1.253)  0.09
H (-0.696, -2.769, -1.586)  0.09
H (-1.305, -0.431, -1.056)  0.13
H (-0.877, -0.838, 0.631)  0.14
H (0.916, 1.177, -0.848)  0.21
H (1.918, 0.104, 0.732)  0.07
H (1.719, 1.937, 0.938)  0.07
H (-0.023, 1.266, 2.201)  0.08
H (-1.833, 1.843, -0.559)  0.05
H (-0.725, 1.575, 1.917)  0.08
H (-0.574, 2.975, 0.183)  0.06

Computed properties:
**Energy above the lowest of the compared OMol25 structures with the same formula, charge and spin**: 133.1 kcal/mol
**HOMO level (spin up / spin down)**: -7.51 / -7.51 eV
**E**: -7421.54092 eV
**Total charge**: 0
**Strongest force on any atom**: 0.0083 hartree/bohr
**2S+1**: 1

---

# 12
Density functional theory data (ωB97M-V/def2-TZVPD) for a 2-piece molecular cluster, C5H12O overall in a non-equilibrium geometry.

Each line ends with the Löwdin charge.
CARTESIAN COORDINATES (ANGSTROEM)
C (-2.494, -0.730, 0.616)  -0.10
C (-1.322, 0.196, 0.452)  -0.22
C (-0.274, -0.084, -0.331)  -0.18
C (0.761, 0.925, -0.751)  -0.26
C (2.115, 0.382, -1.213)  -0.11
H (-2.974, -0.672, 1.598)  0.07
H (-3.247, -0.457, -0.132)  0.07
H (-2.212, -1.773, 0.437)  0.08
H (-1.400, 1.198, 0.878)  0.11
H (-0.166, -1.083, -0.758)  0.13
H (0.896, 1.680, 0.037)  0.11
H (0.291, 1.450, -1.590)  0.11
H (2.728, 1.193, -1.624)  0.07
H (2.674, -0.096, -0.401)  0.06
H (1.991, -0.365, -2.006)  0.08
O (0.960, -0.976, 1.580)  -0.08
H (1.592, -0.250, 1.641)  0.04
H (0.080, -0.536, 1.567)  0.01

Computed properties:
**SMILES**: C/C=C/CC.O
**Energy above the lowest of the compared OMol25 structures with the same formula, charge and spin**: 29.1 kcal/mol
**HOMO level**: -8.92 eV
**E**: -7426.04924 eV
**Total charge**: 0
**Strongest force on any atom**: 0.0208 hartree/bohr
**2S+1**: 1